[1]
ORCA calculation (wB97M-V/def2-TZVPD) on a cluster of 2 separate species, C2H2F3NOS in total at a distorted geometry.

XYZ file:
```
10
Properties=species:S:1:pos:R:3:forces:R:3
N -2.4155 2.1969 -0.6956 -0.4 0.2 -0.2
C -1.6327 1.9561 0.0981 0.4 0.1 0.5
C -0.5385 1.4996 0.9808 0.4 -1.8 1.3
F -0.6139 1.8315 2.2810 -0.6 0.7 -0.7
F 0.6397 1.8743 0.5434 0.4 0.6 -0.5
F -0.5483 0.1465 0.9847 -0.2 0.3 -0.4
O 1.3627 -2.3676 -0.1475 2.1 -0.8 -0.2
S 0.5709 -1.7653 -1.5260 0.7 1.5 2.2
H 2.3736 -2.6328 -0.2181 -3.1 1.2 -0.5
H 0.8021 -2.7393 -2.3008 0.3 -1.9 -1.5
```
Forces are in eV/Å.

Results
HOMO level = -9.3 eV
Calculated total energy = -905.120707 Ha
SMILES = N#CC(F)(F)F.OS
Orbital gap = 9.459 eV

=====

[2]
ORCA calculation (wB97M-V/def2-TZVPD) on an isolated molecule of C2H3NO2S at a distorted geometry.

XYZ file:
```
9
Properties=species:S:1:pos:R:3:forces:R:3
O 1.2486 -0.3387 1.9172 0.2 0.2 2.2
C 0.2199 0.0267 1.4699 -2.1 0.0 -1.5
N 0.1677 0.0550 0.0569 0.8 0.6 -0.3
O 1.4908 0.0049 -0.4891 -2.6 -0.3 -0.3
C -0.8962 0.0559 -0.8014 0.6 0.1 3.0
S -0.7179 -0.0128 -2.3567 0.0 -0.1 -2.9
H -0.8340 0.3498 1.9176 2.2 -0.7 -0.3
H 1.1788 -0.1874 -1.4140 0.9 0.2 -0.1
H -1.8575 0.0467 -0.3005 0.0 0.1 0.3
```
Forces are in eV/Å.

Results
HOMO level = -9.7 eV
Calculated total energy = -681.347216 Ha
SMILES = O=CN(O)C=S
Orbital gap = 9.382 eV

=====

Respective energy above the lowest of the compared OMol25 structures with the same formula, charge and spin values: 198.4; 294.3 kJ/mol.
Respective M values: 145.11; 105.12 g mol⁻¹.